DFT (ωB97M-V/def2-TZVPD) results for CH5IOSi as an isolated structure in a non-equilibrium geometry.

HOMO-LUMO gap, eV: 10.22
F_max, eV Å⁻¹: 5.5
Relative energy (zero: lowest compared OMol25 entry of this formula, charge and spin), eV: 0.9783

```
! wB97M-V def2-TZVPD RIJCOSX def2/J DEFGRID3
* xyz 0 1
C 0.171 0.587 -1.088
O 1.169 -0.563 1.114
Si -0.281 -0.517 0.385
I -2.232 0.203 1.820
H -0.400 0.307 -2.103
H -0.241 1.896 -0.877
H 1.223 0.674 -1.201
H 1.368 -0.791 1.962
H -0.778 -1.796 -0.013
*
```